No. 1
The following is a quantum chemistry calculation of C30H37InN3PTe as an isolated structure, from OMol25.

## Properties
**Total energy**: -2128.59027 Ha
**E_HOMO**: -0.4880 Eh
**Gap between HOMO and LUMO**: 6.53 eV
**Total charge**: +2

Each line ends with the Mulliken charge.
Atoms and positions in Å:
In  -1.1647  -0.1406  0.1400  1.647
C  -2.7166  2.7268  -0.5393  -1.012
C  -1.3353  3.3287  -0.2052  -0.610
N  -0.4830  2.3480  0.4604  0.071
C  -0.1900  2.6456  1.8634  -0.634
C  -0.2727  1.4083  2.7607  -0.877
N  -1.4218  0.5601  2.4550  -0.199
C  -2.7357  1.1032  2.8010  -0.855
C  -3.2997  2.1033  1.7732  -0.734
N  -3.0733  1.6644  0.3969  -0.106
H  -2.6811  2.2731  -1.5370  0.454
H  -3.4633  3.5286  -0.5559  0.451
H  -1.4616  4.2211  0.4163  0.381
H  -0.8743  3.6545  -1.1402  0.330
H  0.3949  2.2803  -0.0453  -0.496
H  -0.8904  3.3955  2.2285  0.451
H  0.8165  3.0617  1.9748  0.499
H  -0.2880  1.7406  3.8037  0.516
H  0.6214  0.8002  2.6029  0.196
H  -1.3023  -0.2993  2.9841  0.358
H  -2.7063  1.5988  3.7792  0.369
H  -3.4276  0.2571  2.8651  0.369
H  -2.8481  3.0813  1.9168  0.262
H  -4.3682  2.2093  1.9859  0.469
H  -3.9282  1.2388  0.0475  0.302
C  5.5352  1.8408  1.6403  -0.587
C  4.6066  1.1498  2.4040  -0.916
C  3.4657  0.6446  1.8088  -0.492
C  3.2489  0.8175  0.4435  0.604
C  4.1937  1.4908  -0.3248  -0.032
C  5.3314  2.0002  0.2790  -0.825
P  1.6804  0.1533  -0.2241  0.700
C  1.5504  0.8282  -1.9140  1.210
C  1.6813  2.2071  -2.1063  -0.677
C  1.4947  2.7574  -3.3621  -0.875
C  1.1523  1.9426  -4.4328  -0.715
C  0.9865  0.5808  -4.2397  -0.709
C  1.1819  0.0220  -2.9875  -0.845
C  2.0899  -1.6008  -0.5032  0.947
C  3.3950  -1.9932  -0.6980  -0.587
C  3.7386  -3.3480  -0.7852  -1.046
C  2.7731  -4.3087  -0.6700  -0.856
C  1.4144  -3.9652  -0.5100  0.591
C  0.4135  -4.9560  -0.4710  -0.845
C  -0.9094  -4.6375  -0.3832  -1.091
C  -1.2723  -3.2807  -0.2809  -0.088
C  -0.3147  -2.3353  -0.2949  -0.197
C  1.0550  -2.5756  -0.4231  0.604
H  6.4185  2.2497  2.1050  0.429
H  4.7711  1.0115  3.4617  0.463
H  2.7428  0.0937  2.4010  0.343
H  4.0537  1.6140  -1.3883  0.524
H  6.0620  2.5246  -0.3170  0.476
H  1.9683  2.8494  -1.2793  0.659
H  1.6276  3.8178  -3.5103  0.492
H  1.0285  2.3707  -5.4145  0.444
H  0.7083  -0.0513  -5.0698  0.480
H  1.0758  -1.0493  -2.8587  0.392
H  4.1715  -1.2459  -0.7772  0.553
H  4.7706  -3.6233  -0.9344  0.453
H  3.0361  -5.3557  -0.7180  0.450
H  0.7164  -5.9913  -0.5230  0.427
H  -1.6768  -5.3944  -0.3833  0.455
H  -2.3267  -3.0146  -0.1903  -0.306
C  -4.6461  -3.3599  1.4208  -1.051
Te  -4.3235  -1.4723  0.4245  0.307
C  -5.2372  -2.2047  -1.3798  -1.045
H  -4.5604  -4.1673  0.7013  0.348
H  -5.6480  -3.3543  1.8370  0.374
H  -3.9286  -3.4963  2.2193  0.367
H  -6.2822  -2.3960  -1.1648  0.371
H  -4.7543  -3.1203  -1.7048  0.346
H  -5.1610  -1.4556  -2.1567  0.370

Cartesian forces, eV/Å:
0.4 -0.1 1.1
0.3 0.3 -0.3
-0.5 0.2 -0.2
0.4 -0.4 -0.7
0.1 -0.2 0.6
0.5 0.3 0.0
0.1 -0.8 -0.5
-0.5 0.2 -0.1
0.2 -0.2 0.4
-0.2 -0.7 -0.6
-0.1 0.1 0.1
0.0 -0.1 0.0
0.1 -0.1 -0.1
0.0 0.0 0.1
-0.2 0.2 0.1
0.1 0.0 -0.1
-0.1 0.0 0.0
0.0 -0.1 0.0
-0.1 0.0 0.1
0.0 0.0 0.0
0.0 -0.1 -0.1
0.1 0.1 0.1
-0.1 0.0 0.0
0.1 0.1 -0.1
0.1 0.0 0.1
0.0 0.0 0.0
0.0 0.0 0.1
-0.1 0.0 0.0
-0.5 0.2 0.0
0.0 -0.1 0.0
0.1 0.0 0.0
0.9 -0.7 -0.4
-0.2 0.2 0.3
-0.1 0.0 0.0
0.0 0.0 0.0
0.0 0.0 0.1
-0.1 0.1 -0.1
0.0 -0.2 0.1
-0.1 0.2 0.2
-0.4 0.2 0.0
-0.1 -0.2 0.0
0.2 0.0 -0.1
0.0 0.7 0.0
-0.2 -0.3 0.0
0.2 0.0 0.0
-0.5 -0.4 -0.1
-1.2 2.3 0.3
0.6 -0.6 -0.1
0.1 0.0 0.0
0.0 0.0 0.1
0.0 0.0 0.1
0.0 0.0 -0.1
0.1 0.0 -0.1
0.1 0.0 0.0
0.0 0.1 0.0
0.0 0.0 -0.1
0.0 -0.1 -0.1
0.0 0.0 0.0
0.1 0.0 0.0
0.1 -0.1 0.0
0.0 -0.1 0.0
0.0 -0.1 -0.1
0.0 -0.2 0.0
0.3 -0.1 -0.1
0.0 0.3 0.0
-0.5 -0.6 -0.1
0.1 0.1 0.1
0.1 0.1 -0.2
-0.1 0.1 0.0
0.2 0.0 0.1
-0.1 0.0 0.1
0.2 0.0 0.1
0.0 0.2 -0.1

=====

No. 2
The following is a quantum chemistry calculation of C30H38AlCl4F3N2O12S as an isolated structure, from OMol25.

## Properties
**Total energy**: -4958.40815 Ha
**E_HOMO**: -0.4942 Eh
**Gap between HOMO and LUMO**: 1.46 eV
**Total charge**: +2

Each line ends with the Mulliken charge.
Atoms and positions in Å:
C  -3.4615  -2.8227  0.4162  -1.330
C  -2.3710  -2.0396  -0.2323  0.660
C  -2.3726  -1.8182  -1.6238  -0.637
C  -1.3560  -1.1184  -2.2125  -1.209
C  -0.3230  -0.5948  -1.4355  -0.218
C  -0.3154  -0.7790  -0.0445  0.263
C  0.7646  -0.2161  0.8637  -1.614
C  1.5532  0.8542  0.1843  0.918
C  0.9529  2.0844  -0.0479  0.564
C  -0.4246  2.3573  0.4897  -1.907
C  -0.3739  2.5950  1.9920  0.001
O  0.6343  2.9497  2.5251  -0.352
C  1.6547  3.0541  -0.7382  1.050
C  1.0533  4.4139  -0.9806  -1.014
O  1.5308  5.4036  -0.5111  -0.475
O  -0.0493  4.3442  -1.7478  -0.538
C  2.9453  2.8185  -1.2248  1.075
C  3.6838  3.8974  -1.9583  -1.333
C  3.0856  4.3328  -3.3077  -0.996
C  2.3216  3.2528  -4.0980  -0.117
N  0.9283  3.6415  -4.3531  -0.520
C  3.5031  1.5844  -0.9558  1.058
C  4.8908  1.2728  -1.4612  -2.836
C  5.9334  1.9741  -0.5393  -0.002
O  6.4690  1.3383  0.3336  -0.399
N  2.8224  0.6382  -0.2366  0.886
C  3.4718  -0.6504  0.0678  -1.178
C  3.3187  -1.6853  -1.0541  0.219
O  3.4042  -2.8448  -0.7755  -0.498
C  -1.3266  -1.5053  0.5304  -0.556
H  -3.9226  -3.4762  -0.3181  0.234
H  -3.0657  -3.4381  1.2173  0.365
H  -4.2398  -2.1603  0.7950  0.347
H  -3.1734  -2.2123  -2.2290  0.489
H  -1.3515  -0.9499  -3.2770  0.518
H  0.4632  -0.0546  -1.9455  0.655
H  1.3507  -1.0591  1.1948  0.998
H  0.3062  0.1978  1.7565  -0.247
H  -1.1411  1.5756  0.2454  0.314
H  -0.8317  3.2715  0.0683  0.850
H  -1.2994  2.4309  2.5768  0.855
H  -0.0362  5.0495  -2.4187  0.466
H  3.6917  4.7686  -1.3055  0.661
H  4.7247  3.6484  -2.1065  0.154
H  3.9223  4.6767  -3.9069  0.581
H  2.4308  5.1897  -3.1880  0.453
H  2.7951  3.1797  -5.0683  0.577
H  2.4065  2.2653  -3.6517  -0.246
H  0.2582  3.1274  -3.8019  0.172
H  0.6929  3.5720  -5.3312  0.287
H  5.0784  0.1981  -1.5502  1.054
H  4.9350  1.6953  -2.4723  0.747
H  6.1696  3.0336  -0.6794  0.580
H  4.5262  -0.4988  0.2713  0.873
H  3.0723  -1.0988  0.9604  0.300
H  3.1704  -1.3093  -2.0793  0.479
H  -1.3241  -1.6540  1.6018  0.646
C  4.0701  0.2920  -4.6838  0.489
O  3.6110  0.1017  -3.5021  -0.402
O  4.2987  -0.8342  -5.4236  -0.550
O  4.3540  1.3761  -5.1916  -0.587
H  4.0079  -1.5648  -4.8631  0.337
Al  6.9921  0.4776  -2.0930  0.449
C  -1.4486  4.7842  5.2131  0.741
F  -0.5906  4.9738  4.2197  -0.205
F  -0.8987  4.0319  6.1495  -0.200
F  -1.8270  5.9385  5.7176  -0.198
S  -2.9373  3.9408  4.5430  1.075
O  -2.5052  2.6709  3.9647  -0.509
O  -3.4544  4.8291  3.5257  -0.467
O  -3.8250  3.7502  5.6633  -0.422
C  -4.4698  -7.9639  1.8337  -1.071
C  -5.1039  -6.6552  2.2899  -0.288
O  -5.2209  -5.6855  1.2655  -0.286
C  -6.0108  -6.0422  0.1474  -0.218
C  -7.4639  -6.3476  0.4913  -1.129
H  -3.5103  -7.7721  1.3529  0.305
H  -4.3121  -8.6089  2.6962  0.401
H  -5.1023  -8.5007  1.1271  0.285
H  -4.4872  -6.1868  3.0547  0.332
H  -6.0870  -6.8443  2.7387  0.308
H  -5.5568  -6.8908  -0.3798  0.335
H  -5.9607  -5.1847  -0.5227  0.275
H  -7.5593  -7.2506  1.0933  0.286
H  -8.0289  -6.4975  -0.4270  0.396
H  -7.9026  -5.5197  1.0477  0.333
C  0.9556  0.0927  5.1834  0.264
Cl  0.5055  -1.6085  5.2663  -0.079
Cl  2.0754  0.3287  3.8129  -0.067
Cl  -0.4630  1.0646  4.7892  0.016
Cl  1.7001  0.6037  6.6774  -0.072

Cartesian forces, eV/Å:
0.3 -0.1 -0.5
-0.2 -0.1 0.0
-0.1 -0.1 0.2
0.2 0.2 -0.1
0.1 -0.1 0.1
0.1 0.2 -0.4
-0.3 -0.3 -0.5
0.3 0.0 0.2
-0.2 0.2 -0.2
-0.1 -0.1 0.0
0.9 0.2 -0.2
-0.2 0.0 0.1
-0.1 -0.1 0.0
0.0 0.4 0.3
-0.1 -0.2 -0.3
0.4 -0.2 -0.2
0.1 -0.1 0.2
0.0 0.4 0.1
-0.1 -0.3 -0.1
-0.3 0.6 -0.6
0.1 0.0 0.3
-0.2 -0.2 0.0
-0.2 1.3 0.2
-0.7 -0.2 0.7
0.3 -0.2 0.1
0.1 0.2 0.0
0.2 -0.2 -0.3
-0.1 -0.1 0.0
0.0 -0.1 0.0
-0.3 -0.1 0.2
-0.2 -0.1 0.0
-0.1 0.0 0.3
-0.1 0.1 0.2
-0.1 -0.1 0.0
0.0 0.0 -0.1
0.1 0.1 0.0
0.2 0.0 0.2
0.0 0.0 0.1
0.0 -0.1 0.0
-0.2 0.1 -0.1
-0.5 0.1 0.1
-0.2 0.2 0.2
0.1 0.1 0.1
0.1 -0.2 0.0
0.1 0.2 -0.1
-0.1 0.1 0.1
0.2 -0.2 -0.1
0.0 -0.1 0.1
-0.1 -0.1 -0.1
-0.1 0.0 0.0
-0.7 0.0 0.3
-0.2 -0.2 -0.2
-0.3 0.2 -0.1
0.1 0.2 0.1
0.0 0.1 0.3
-0.1 0.1 -0.1
-0.1 -0.1 0.1
0.1 -0.3 0.0
0.2 0.0 0.0
-0.1 0.4 0.3
0.2 0.0 0.3
0.0 -0.1 -0.2
1.8 -1.0 -1.2
-0.2 -0.2 0.0
0.2 0.0 -0.1
0.1 0.0 0.1
0.1 0.1 0.0
-0.8 1.0 0.0
0.2 -0.5 0.0
0.2 -0.1 0.0
0.1 -0.3 -0.1
-0.1 0.0 -0.2
0.1 -0.1 0.2
0.0 0.1 0.0
-0.1 0.0 -0.2
0.0 -0.1 0.2
0.0 0.0 0.1
0.0 0.0 0.0
0.0 0.0 0.0
0.0 0.0 0.0
0.0 0.0 -0.1
0.0 0.0 0.1
0.0 0.0 0.0
0.0 0.0 0.0
0.0 0.0 0.0
0.0 0.0 0.0
-0.1 -0.1 -0.2
0.0 0.0 0.0
0.6 -0.1 0.1
-0.1 -0.2 0.5
-0.1 0.0 -0.1

=====

No. 3
The following is a quantum chemistry calculation of C30H38CrFN7O2S as an isolated structure, from OMol25.

## Properties
**Total energy**: -3242.17201 Ha
**E_HOMO (spin up / spin down)**: -0.3792 / -0.3900 Eh
**Gap between HOMO and LUMO (spin up / spin down)**: 6.57 / 7.73 eV
**Multiplicity**: 4
**Total charge**: +1

Each line ends with the Mulliken spin population.
Atoms and positions in Å:
Cr  -0.3905  -0.4064  0.1560  3.028
N  -1.5142  -0.3722  1.9340  -0.060
C  -0.9871  0.5099  2.9982  0.024
C  -0.3261  1.6868  2.3208  -0.015
N  0.6662  1.1254  1.3718  0.012
H  -2.4097  0.0058  1.5965  -0.007
H  -1.7128  -1.3057  2.2869  0.008
H  -0.2486  -0.0393  3.5727  -0.004
H  -1.7781  0.8346  3.6717  0.000
H  0.1240  2.3517  3.0548  0.002
H  -1.0613  2.2583  1.7520  0.000
H  1.4553  0.7332  1.8727  0.005
H  1.0435  1.8423  0.7602  0.009
C  0.0149  -4.9712  -1.6392  0.000
C  -0.6760  -3.8299  -0.8862  0.046
C  -2.1860  -3.8707  -1.1482  -0.003
C  -0.3585  -3.8796  0.6002  -0.075
C  -0.7915  -4.9924  1.3178  0.003
C  -0.4490  -5.1680  2.6441  -0.003
C  0.3575  -4.2318  3.2717  0.004
C  0.8007  -3.0936  2.6073  -0.033
C  1.7667  -2.1679  3.3329  0.008
C  1.3917  -1.9651  4.8075  0.000
C  3.2048  -2.7012  3.2637  0.002
C  0.4151  -2.9017  1.2606  0.041
N  0.9170  -1.7507  0.5401  -0.106
C  2.1546  -1.9067  -0.1176  0.051
C  2.7816  -3.1509  -0.2569  0.019
C  4.0123  -3.2887  -0.8830  -0.013
C  4.6730  -2.1884  -1.4054  0.023
C  4.0829  -0.9390  -1.2841  -0.011
C  2.8638  -0.8340  -0.6566  0.012
F  2.3182  0.4178  -0.5648  0.000
H  -0.1768  -4.8855  -2.7122  0.000
H  -0.3603  -5.9447  -1.3103  0.000
H  1.0958  -4.9550  -1.4867  0.000
H  -0.2746  -2.8980  -1.2793  0.013
H  -2.6123  -4.8224  -0.8191  -0.001
H  -2.4000  -3.7628  -2.2158  0.000
H  -2.7103  -3.0754  -0.6191  0.010
H  -1.3862  -5.7493  0.8162  0.000
H  -0.7851  -6.0464  3.1835  0.000
H  0.6523  -4.3939  4.3024  0.000
H  1.7482  -1.2090  2.8157  0.011
H  1.6364  -2.8502  5.3968  0.000
H  0.3291  -1.7710  4.9535  0.000
H  1.9601  -1.1347  5.2319  0.000
H  3.2449  -3.7172  3.6645  0.000
H  3.8729  -2.0748  3.8615  0.000
H  3.5849  -2.7229  2.2415  -0.001
H  2.2900  -4.0242  0.1531  0.006
H  4.4555  -4.2739  -0.9625  -0.001
H  5.6360  -2.2926  -1.8876  0.002
H  4.5570  -0.0411  -1.6614  0.000
N  -6.9949  -4.5009  -1.4060  0.000
C  -6.2537  -3.3584  -1.2567  0.000
C  -5.8556  -2.6176  -2.3800  0.000
C  -5.0760  -1.4923  -2.2397  -0.001
C  -4.6818  -1.0862  -0.9637  0.004
C  -5.0849  -1.7992  0.1661  0.001
C  -5.8652  -2.9240  0.0201  0.000
S  -3.6224  0.2715  -0.7727  0.004
O  -3.8381  1.2257  -1.8078  -0.003
O  -3.7122  0.6922  0.6086  0.002
N  -2.0566  -0.3023  -0.9085  0.017
C  -1.4645  -0.5056  -2.1522  -0.020
N  -2.0979  -0.6914  -3.2935  -0.002
C  -1.3167  -0.8639  -4.3620  0.004
C  0.0692  -0.8670  -4.3048  0.001
C  0.6365  -0.6995  -3.0611  0.013
N  -0.1271  -0.5230  -1.9862  -0.026
H  -7.4458  -4.6750  -2.2859  0.000
H  -7.4453  -4.8958  -0.6005  0.000
H  -6.1745  -2.9362  -3.3660  0.000
H  -4.7711  -0.9145  -3.1026  0.000
H  -4.8073  -1.4491  1.1529  0.000
H  -6.1938  -3.4741  0.8950  0.000
H  -1.8323  -1.0122  -5.3052  0.000
H  0.6787  -1.0015  -5.1861  0.000
H  1.7090  -0.7177  -2.9103  0.000

Cartesian forces, eV/Å:
0.5 0.2 0.6
0.0 -0.1 -0.1
0.0 0.0 -0.2
0.0 -0.1 -0.1
-0.5 0.0 -0.5
-0.1 0.0 0.1
0.2 0.0 0.0
0.1 -0.1 0.1
0.0 0.0 0.0
0.1 0.1 0.0
0.0 0.0 0.0
0.1 -0.2 -0.1
0.1 0.1 0.1
0.1 -0.1 0.0
-0.1 0.0 0.1
0.0 0.0 0.0
0.0 0.1 0.0
-0.1 0.0 0.0
0.0 0.0 0.0
-0.1 0.0 0.1
0.1 0.0 -0.1
-0.1 -0.1 0.1
0.0 0.1 -0.1
0.0 0.0 -0.1
0.3 0.0 -0.2
0.2 -0.2 0.1
-0.4 -0.1 0.2
0.1 -0.1 0.0
-0.1 -0.1 0.0
0.1 0.0 0.0
0.0 0.0 0.0
0.0 0.0 0.0
-0.1 0.1 0.0
0.0 0.0 0.1
0.0 0.1 0.0
-0.1 0.0 0.0
0.0 0.1 0.0
0.0 0.1 0.0
0.0 0.0 0.1
0.0 0.0 0.0
0.0 0.1 0.0
0.0 0.1 0.0
0.0 0.0 -0.1
0.0 0.1 0.0
0.0 0.0 0.0
-0.1 0.0 0.0
0.0 0.0 0.0
0.0 0.0 0.0
-0.1 0.0 0.0
0.0 0.0 0.0
0.1 0.0 0.0
0.0 0.0 0.0
-0.1 0.0 0.0
0.0 0.0 0.0
0.1 0.1 0.0
-0.1 -0.1 0.0
0.0 -0.1 0.0
0.0 0.1 0.1
0.0 -0.2 0.0
0.0 0.1 -0.1
0.0 -0.1 0.0
0.2 -0.1 -0.1
0.0 0.1 -0.1
0.2 0.0 0.1
-0.2 0.1 -0.5
-0.3 0.1 0.3
0.0 0.0 -0.1
-0.1 0.0 0.0
-0.1 0.0 -0.1
0.2 -0.1 0.2
0.0 0.3 0.2
0.0 0.0 0.0
0.0 0.0 0.0
0.0 0.0 0.0
0.0 0.0 0.0
0.0 0.0 -0.1
0.0 0.0 0.0
0.0 0.0 0.0
0.0 0.0 0.0
0.0 0.0 0.0

=====

Question: What is the formula in the first record?
Answer: C30H37InN3PTe